This record from the Open Molecules 2025 dataset describes a 2-piece molecular cluster, C3H6N3O overall at a distorted geometry. The level of theory is ωB97M-V with the def2-TZVPD basis set.

Calculated values
**Relative energy (zero: lowest compared OMol25 entry of this formula, charge and spin)**: 97.4 kcal/mol
**E_LUMO (alpha / beta)**: -5.5 / -5.5 eV
**Orbital gap (alpha / beta)**: 7.69 / 7.69 eV

Structure (ORCA input):
```
! RIJCOSX wB97M-V def2-TZVPD def2/J DEFGRID3
* xyz 1 1
C -0.48496 1.30426 -0.14439
C 2.35565 0.50037 0.18566
C -1.45543 -0.61605 0.53580
N -1.44350 0.87600 0.57716
N 0.28994 0.35175 -0.73332
N -0.25113 -0.93221 -0.47702
O 2.76002 -0.55911 0.32097
H -0.44455 2.39953 -0.19077
H 2.33885 1.59123 -0.11109
H -1.26520 -1.05756 1.45039
H -2.42393 -1.04194 0.27186
H 0.53759 -1.61794 -0.28904
H -0.51335 -1.19832 -1.39620
*
```



This record from the Open Molecules 2025 dataset describes an isolated ion of composition C3H6N3O and charge +1 at a distorted geometry. The level of theory is ωB97M-V with the def2-TZVPD basis set.

Calculated values
**Relative energy (zero: lowest compared OMol25 entry of this formula, charge and spin)**: 55.3 kcal/mol
**E_LUMO**: -4.2 eV
**SMILES**: O=CN1C=NC[NH2+]1
**Orbital gap**: 11.00 eV

Structure (ORCA input):
```
! RIJCOSX wB97M-V def2-TZVPD def2/J DEFGRID3
* xyz 1 1
O 1.01912 -2.06515 1.41306
C 0.78076 -1.79158 0.24599
N 0.50926 -0.52218 -0.20922
C -0.33896 -0.32410 -1.28279
N -1.07563 0.67928 -1.16200
C -0.85340 1.42224 0.03310
N 0.38318 0.68331 0.73651
H 0.68188 -2.42725 -0.57554
H -0.35327 -1.17156 -2.03389
H -0.77423 2.43919 -0.32055
H -1.58838 1.24914 0.77586
H 1.25416 1.17826 0.61412
H 0.35553 0.65040 1.76536
*
```



This record from the Open Molecules 2025 dataset describes a 2-piece molecular cluster, C3H6N3O overall at a distorted geometry. The level of theory is ωB97M-V with the def2-TZVPD basis set.

Calculated values
**Relative energy (zero: lowest compared OMol25 entry of this formula, charge and spin)**: 56.5 kcal/mol
**E_LUMO**: -5.1 eV
**Orbital gap**: 9.62 eV

Structure (ORCA input):
```
! RIJCOSX wB97M-V def2-TZVPD def2/J DEFGRID3
* xyz 1 1
C 1.96533 -0.18968 0.48848
C 1.14489 0.79708 -0.15812
C -0.78450 -0.18313 -0.14763
N 1.39991 1.87817 -0.63886
N -1.03312 -1.30525 -0.72469
N -1.72653 0.30167 0.69095
O 1.86328 -1.32488 0.08981
H 2.63299 0.14019 1.28064
H 0.87121 2.47073 -1.14622
H -0.51550 -1.48196 -1.52116
H -1.89936 -1.73527 -0.63335
H -1.49322 0.96361 1.33804
H -2.42539 -0.33130 1.08211
*
```